(1)
Here is a 2-piece molecular cluster, C2H6NO2 overall from OMol25. Energies are from ωB97M-V with the def2-TZVPD basis set.

**E_tot**: -285.07200 Ha
**Total charge**: -1
**HOMO**: -4.0 eV
**Kohn-Sham gap**: 8.197 eV
**Energy above the lowest of the compared OMol25 structures with the same formula, charge and spin**: 102.5 kJ/mol

Each line ends with the natural charge from an NBO analysis.
Cartesian coordinates (Å):
1 C 2.5267 -0.1690 0.7242  -0.23
2 O 1.8811 -0.2602 -0.5072  -0.81
3 H 3.5119 -0.6256 0.6620  0.14
4 H 1.9808 -0.7024 1.5186  0.14
5 H 2.6642 0.8776 1.0680  0.13
6 C -1.7661 0.0100 -0.4976  0.48
7 N -0.6152 0.0480 0.1197  -0.94
8 O -2.8847 0.3979 -0.1015  -0.78
9 H -1.6789 -0.3452 -1.5536  0.05
10 H 0.8655 -0.1150 -0.3214  0.50
11 H -0.7682 0.4404 1.0582  0.32

Atoms 1-3, force components in eV/Å:
-0.3 0.2 0.1
0.0 0.1 0.1
0.3 -0.1 -0.1

---

(2)
Here is one molecule with the formula C2H6NO2P at a distorted geometry from OMol25. Energies are from ωB97M-V with the def2-TZVPD basis set.

**SMILES string**: CC(=O)N(O)P
**E_tot**: -626.31290 Ha
**HOMO**: -9.5 eV
**Kohn-Sham gap**: 10.065 eV
**Energy above the lowest of the compared OMol25 structures with the same formula, charge and spin**: 282.2 kJ/mol

Each line ends with the natural charge from an NBO analysis.
Cartesian coordinates (Å):
1 C 0.1600 -0.8581 0.1077  0.68
2 C 1.7298 -0.8037 0.2866  -0.71
3 N -0.5478 0.2852 -0.2264  -0.45
4 O -0.4171 -1.9010 0.3364  -0.60
5 O 0.0852 1.6010 -0.2219  -0.55
6 P -2.3041 0.1343 -0.2013  0.55
7 H 2.0569 -1.6134 -0.2608  0.24
8 H 1.9896 -1.0974 1.2874  0.24
9 H 2.1543 0.1767 0.0934  0.23
10 H 0.0604 1.9456 -1.1527  0.47
11 H -2.2804 1.3749 -1.0515  -0.05
12 H -2.6867 0.7559 1.0030  -0.05

Atoms 1-3, force components in eV/Å:
2.2 0.4 1.2
-2.5 1.7 0.7
0.0 0.5 0.1

---

(3)
Here is a 2-piece molecular cluster, C2H6NO2P overall at a distorted geometry from OMol25. Energies are from ωB97M-V with the def2-TZVPD basis set.

**E_tot**: -626.09122 Ha
**HOMO (alpha / beta)**: -8.7 / -10.2 eV
**Kohn-Sham gap (alpha / beta)**: 8.127 / 8.361 eV
**Energy above the lowest of the compared OMol25 structures with the same formula, charge and spin**: 864.3 kJ/mol

Each line ends with the natural charge from an NBO analysis.
Cartesian coordinates (Å):
1 C -1.0476 0.9110 0.7461  -0.69
2 C -0.0727 -0.0455 0.1567  -0.09
3 N 1.2832 0.3535 -0.0721  0.44
4 O 1.5542 1.5123 0.0952  -0.39
5 O 2.0892 -0.4961 -0.3918  -0.42
6 P 0.0277 -1.8452 0.2055  0.34
7 H -0.6277 1.8274 0.5352  0.26
8 H -2.0024 0.6396 0.5593  0.24
9 H -0.8544 0.7903 1.7749  0.24
10 H 0.1563 0.8795 -2.2993  0.02
11 H -1.3436 -2.2284 -0.3145  -0.01
12 H 0.8378 -2.2984 -0.9951  0.07

Atoms 1-3, force components in eV/Å:
3.6 -2.0 0.3
0.7 -1.8 -1.2
-1.0 0.5 0.5

---

(4)
Here is one molecule with the formula C2H6NO2P at a distorted geometry from OMol25. Energies are from ωB97M-V with the def2-TZVPD basis set.

**2S+1**: 3
**E_tot**: -626.18945 Ha
**HOMO (alpha / beta)**: -4.6 / -9.4 eV
**Kohn-Sham gap (alpha / beta)**: 5.149 / 7.240 eV
**Energy above the lowest of the compared OMol25 structures with the same formula, charge and spin**: 214.6 kJ/mol

Each line ends with the Mulliken spin population.
Cartesian coordinates (Å):
1 C -1.1760 0.7628 -0.3530  0.70
2 C -1.7072 -0.2577 0.7341  0.08
3 N 0.1693 0.5982 -0.9249  0.11
4 O -1.7649 1.7592 -0.6887  0.96
5 O 2.6217 -0.0005 -0.9661  0.01
6 P 1.3126 -0.3645 -0.3130  0.06
7 H -2.2662 0.3648 1.3950  0.01
8 H -0.8276 -0.6329 1.2234  0.01
9 H -2.1988 -1.1825 0.4513  0.04
10 H 2.8603 0.9827 -1.0022  0.00
11 H 1.4145 -1.7044 -0.5397  0.01
12 H 1.5624 -0.3251 0.9838  0.01

Atoms 1-3, force components in eV/Å:
5.2 -8.4 2.1
1.0 1.5 -1.4
0.2 -1.4 1.4

---

(5)
Here is a 2-piece molecular cluster, C2H6NO2P2 overall at a distorted geometry from OMol25. Energies are from ωB97M-V with the def2-TZVPD basis set.

**E_tot**: -967.70082 Ha
**Total charge**: -1
**HOMO (alpha / beta)**: -3.0 / -3.0 eV
**Kohn-Sham gap (alpha / beta)**: 6.544 / 6.550 eV
**Energy above the lowest of the compared OMol25 structures with the same formula, charge and spin**: 139.7 kJ/mol

Each line ends with the natural charge from an NBO analysis.
Cartesian coordinates (Å):
1 C 0.8697 1.4593 -0.5915  0.72
2 C -0.0173 0.2883 -0.9768  0.06
3 N 0.5642 -0.8556 -0.7370  -0.78
4 O 0.8391 2.5485 -1.0935  -0.64
5 O 1.6822 1.0067 0.3046  -0.76
6 P -2.5502 0.1469 0.5101  -0.49
7 P 1.7624 -0.9486 0.5172  0.62
8 H -0.7728 0.2699 -1.7601  0.22
9 H 0.2813 -1.6218 -1.2229  0.39
10 H -2.1424 -0.5966 1.6741  -0.03
11 H -2.5897 1.3682 1.2288  -0.03
12 H 0.6724 -0.6035 1.4792  -0.03
13 H 1.4013 -2.4616 0.6679  -0.23

Atoms 1-3, force components in eV/Å:
-0.1 -1.4 1.3
-1.3 0.1 -0.9
1.3 2.0 0.5

---

(6)
Here is one molecule with the formula C2H6NO2PS at a distorted geometry from OMol25. Energies are from ωB97M-V with the def2-TZVPD basis set.

**SMILES string**: CS(=O)(=O)/C=N/P
**E_tot**: -1024.48113 Ha
**HOMO**: -9.4 eV
**Kohn-Sham gap**: 8.876 eV
**Energy above the lowest of the compared OMol25 structures with the same formula, charge and spin**: 422.5 kJ/mol

Each line ends with the natural charge from an NBO analysis.
Cartesian coordinates (Å):
1 C 0.1358 -1.1516 0.0278  -0.11
2 C -1.1334 1.3214 -0.4710  -0.84
3 N 1.1697 -0.3741 -0.0085  -0.71
4 O -2.4899 -0.9312 -0.7943  -0.91
5 O -1.8500 -0.4552 1.5123  -0.91
6 P 2.7561 -0.8413 0.1539  0.51
7 S -1.4922 -0.3761 0.1094  2.09
8 H 0.2105 -2.1698 0.5479  0.20
9 H -1.0109 1.2952 -1.4865  0.24
10 H -2.1782 1.6906 -0.2568  0.24
11 H -0.4464 1.9937 -0.0886  0.25
12 H 3.2947 0.2133 -0.6320  -0.03
13 H 3.0340 -0.2149 1.3864  -0.02

Atoms 1-3, force components in eV/Å:
2.8 0.3 2.4
-3.9 -1.2 1.8
-4.6 -0.4 -1.0